Record 1
This record from OMol25 describes an isolated molecule of C4H4N2. The level of theory is the ωB97M-V functional and the def2-TZVPD basis.

Geometry as XYZ:
```
10
Properties=species:S:1:pos:R:3:forces:R:3:nbo_charge:R:1
N 1.084235 1.114296 -0.010843 -1.61 -0.91 0.05 -0.45
N 0.794809 -1.310483 -0.054675 0.16 1.73 0.04 -0.45
C -0.324261 1.261342 0.035335 1.71 -0.73 -0.06 0.05
C -0.522637 -1.144366 -0.012805 -0.09 1.08 0.03 0.08
C -1.163695 0.143481 0.040846 0.89 -0.50 -0.05 -0.31
C 1.562795 -0.124294 -0.047318 -1.51 -1.44 0.01 0.24
H -2.266650 0.091077 0.080915 0.79 0.73 -0.03 0.23
H -1.211233 -2.017921 -0.018500 0.93 0.39 -0.01 0.20
H 2.660086 -0.345006 -0.076974 -1.10 0.69 0.03 0.19
H -0.613451 2.331878 0.064022 -0.17 -1.03 -0.01 0.22
```
Forces are in eV/Å.

Output
LUMO energy: 0.52 eV
F_max: 0.041 Eh/bohr
SMILES: c1cncnc1
Kohn-Sham gap: 10.385 eV

Record 2
This record from OMol25 describes a structure of composition C4H4N2. The level of theory is the ωB97M-V functional and the def2-TZVPD basis.

Geometry as XYZ:
```
10
Properties=species:S:1:pos:R:3:forces:R:3:nbo_charge:R:1
N -1.492103 -0.326485 0.484483 1.27 0.26 1.72 -0.35
N -0.671384 -0.132557 1.528717 0.61 0.06 -1.14 -0.18
C 1.060276 0.214458 -0.138716 -0.48 -0.08 0.18 -0.20
C -1.153971 -0.253585 -0.843282 -2.09 -0.40 2.87 -0.12
C 0.589874 0.124327 1.190253 -0.01 0.02 0.02 -0.01
C 0.168058 0.037108 -1.181771 0.24 0.05 -0.41 -0.22
H 0.474300 0.115394 -2.222767 0.01 -0.01 0.22 0.23
H 2.113331 0.430237 -0.315965 -0.28 -0.05 0.00 0.23
H 1.268848 0.275044 2.030557 -0.12 -0.03 -0.23 0.20
H -2.357229 -0.483941 -0.531509 0.86 0.18 -3.23 0.43
```
Forces are in eV/Å.

Output
LUMO energy: 0.27 eV
F_max: 0.070 Eh/bohr
Kohn-Sham gap: 9.850 eV

Record 3
This record from OMol25 describes an isolated molecule of C4H4N2O. The level of theory is the ωB97M-V functional and the def2-TZVPD basis.

Geometry as XYZ:
```
11
Properties=species:S:1:pos:R:3:forces:R:3:nbo_charge:R:1
O 0.301179 1.518058 1.563144 -0.88 -0.05 -1.26 -0.32
N 1.202247 0.309312 -0.919187 -0.53 -0.83 0.87 -0.51
N -0.396009 1.771530 0.588946 0.76 -0.46 0.57 0.09
C -0.863360 -0.685826 0.127819 0.79 -0.38 0.58 -0.14
C -0.744143 0.676689 -0.320613 0.56 0.19 -0.01 -0.16
C 1.414634 -0.759858 -0.296382 0.02 1.18 -0.42 0.26
C 0.281152 -1.456921 0.224842 -0.97 0.40 -0.23 -0.32
H 1.793493 1.137138 -0.924294 -0.12 -0.25 0.04 0.42
H -1.836790 -1.089647 0.413318 0.26 0.04 -0.20 0.24
H 0.306418 -2.477623 0.595124 -0.02 0.27 -0.17 0.24
H -1.458818 1.057151 -1.052713 0.13 -0.10 0.24 0.22
```
Forces are in eV/Å.

Output
LUMO energy (spin up / spin down): -0.90 / -0.90 eV
F_max: 0.030 Eh/bohr
SMILES: N=C=C/C=C\N=O
Kohn-Sham gap (spin up / spin down): 7.619 / 7.617 eV

Record 4
This record from OMol25 describes an isolated molecule of C4H4N2O. The level of theory is the ωB97M-V functional and the def2-TZVPD basis.

Geometry as XYZ:
```
11
Properties=species:S:1:pos:R:3:forces:R:3:nbo_charge:R:1
O -0.000827 0.928553 -0.310327 0.03 -0.11 0.05 -0.40
N -0.819209 -1.043493 0.310336 0.23 0.16 -0.05 -0.42
N 2.686125 -0.107365 0.032033 -0.41 -0.06 0.00 -0.55
C -1.358231 1.030510 -0.295599 -0.16 -0.09 0.03 0.06
C 1.637768 -0.804836 0.190666 0.27 0.04 0.01 0.07
C 0.245200 -0.347713 0.068051 -0.04 -0.07 0.04 0.39
C -1.862225 -0.166075 0.082446 -0.16 0.16 -0.04 -0.12
H 2.443758 0.857656 -0.209094 0.03 -0.07 0.00 0.34
H 1.730394 -1.858227 0.460346 -0.04 0.11 -0.04 0.19
H -2.894689 -0.458194 0.212427 0.16 0.06 -0.04 0.22
H -1.783368 1.983504 -0.568785 0.07 -0.14 0.04 0.22
```
Forces are in eV/Å.

Output
LUMO energy: 0.27 eV
F_max: 0.008 Eh/bohr
SMILES: [H]/N=C\c1ncco1
Kohn-Sham gap: 9.912 eV

Record 5
This record from OMol25 describes an isolated molecule of C4H4N2O. The level of theory is the ωB97M-V functional and the def2-TZVPD basis.

Geometry as XYZ:
```
11
Properties=species:S:1:pos:R:3:forces:R:3:nbo_charge:R:1
O 2.064763 0.576687 0.090044 -0.42 -0.01 -0.55 -0.60
N -3.346055 -0.128411 0.255031 10.50 0.09 -4.43 -0.25
N -0.267732 1.219409 -0.222022 -3.56 4.52 1.80 -0.71
C 1.653541 -0.619159 0.033552 3.05 2.62 1.88 0.32
C 0.335717 -0.933844 -0.208658 0.55 1.38 -0.82 -0.45
C -2.146297 -0.125182 -0.213322 -8.96 -1.16 4.37 0.24
C -0.650294 -0.022574 -0.312207 -2.35 1.08 0.74 0.20
H -1.058362 1.951218 0.308489 3.40 -2.70 -2.32 0.42
H 2.512753 -1.175519 0.462065 -1.24 -1.59 -0.79 0.19
H 0.129864 -1.867540 -0.170119 -1.61 -6.20 -0.05 0.22
H 0.772098 1.124916 -0.022849 0.63 1.97 0.17 0.43
```
Forces are in eV/Å.

Output
LUMO energy: -0.87 eV
F_max: 0.222 Eh/bohr
SMILES: N#C/C(N)=C/C=O
Kohn-Sham gap: 8.702 eV

Record 6
This record from OMol25 describes an isolated molecule of C4H4N2O. The level of theory is the ωB97M-V functional and the def2-TZVPD basis.

Geometry as XYZ:
```
11
Properties=species:S:1:pos:R:3:forces:R:3:nbo_charge:R:1
O 2.770343 -0.399868 0.362180 -0.30 4.81 -3.95 -0.39
N -1.006070 -0.800214 -0.083029 -1.67 2.44 0.64 -0.48
N 2.242178 0.649105 -0.405591 -0.78 -6.68 5.53 0.11
C -0.275327 1.265110 -0.009193 7.67 3.93 -0.70 -0.28
C 0.249861 -0.992524 -0.164746 3.53 0.50 -0.89 0.05
C 0.863535 0.337754 -0.140413 -0.10 -0.24 -1.95 -0.03
C -1.305650 0.544039 0.054323 -9.18 -2.82 3.53 -0.09
H -1.532064 -1.606495 -0.062197 -2.34 -1.12 0.14 0.41
H 0.307374 -2.074116 -0.385797 2.27 0.84 0.09 0.23
H -2.281040 0.703708 0.729719 1.90 0.16 -2.39 0.22
H -0.033138 2.373497 0.104742 -1.02 -1.81 -0.05 0.26
```
Forces are in eV/Å.

Output
LUMO energy: -0.75 eV
F_max: 0.199 Eh/bohr
SMILES: O=Nc1cc[nH]c1
Kohn-Sham gap: 7.881 eV

Record 7
This record from OMol25 describes a structure of composition C4H4N2O. The level of theory is the ωB97M-V functional and the def2-TZVPD basis.

Geometry as XYZ:
```
11
Properties=species:S:1:pos:R:3:forces:R:3:nbo_charge:R:1
O 1.142875 -1.124739 0.719710 1.15 -0.58 0.90 -0.48
N -1.536960 0.444359 -0.661443 -2.90 1.18 -3.04 -0.32
N -0.548834 1.349119 -0.650575 0.29 0.52 0.26 -0.24
C -1.268459 -0.849467 -0.278768 2.05 1.30 0.30 -0.15
C 1.641723 0.263909 0.705733 1.37 0.53 1.61 -0.07
C 0.056243 -0.652892 0.105488 -2.54 -1.77 -1.43 0.20
C 0.435788 0.628963 -0.175857 0.54 -0.27 1.57 0.01
H -1.991945 -1.614393 -0.431155 -0.16 -0.39 0.25 0.23
H -2.219566 0.695534 -1.424694 0.65 -0.69 1.55 0.40
H 2.651820 0.283552 0.261008 -0.44 0.18 0.32 0.20
H 1.637316 0.576055 1.830554 -0.01 0.00 -2.28 0.21
```
Forces are in eV/Å.

Output
LUMO energy: 1.04 eV
F_max: 0.085 Eh/bohr
Kohn-Sham gap: 9.662 eV

Record 8
This record from OMol25 describes an isolated molecule of C4H4N2O. The level of theory is the ωB97M-V functional and the def2-TZVPD basis.

Geometry as XYZ:
```
11
Properties=species:S:1:pos:R:3:forces:R:3:nbo_charge:R:1
O -1.912490 1.031388 1.430171 0.37 0.02 -0.32 -0.52
N -0.814691 1.251747 -0.616835 -0.10 -0.85 -0.41 -0.48
N 1.285694 0.120456 -0.517250 -0.15 0.10 -0.03 -0.69
C -0.541101 -0.760817 0.648808 0.06 -0.20 0.62 -0.37
C -1.146855 0.623037 0.595181 -0.29 -0.29 0.41 0.62
C 0.768094 -0.848463 0.379893 -0.41 -0.12 0.11 0.01
C 0.150549 0.665456 -1.191877 0.18 0.64 -0.43 0.39
H -1.169911 -1.585015 0.933848 0.11 -0.03 0.80 0.24
H 0.020194 0.305014 -2.210363 0.55 0.92 -0.54 0.18
H 1.908964 0.834285 -0.142455 -0.03 -0.24 -0.02 0.40
H 1.451553 -1.637087 0.690878 -0.28 0.05 -0.19 0.22
```
Forces are in eV/Å.

Output
LUMO energy: -0.43 eV
F_max: 0.023 Eh/bohr
SMILES: O=c1cc[nH]cn1
Kohn-Sham gap: 9.118 eV

Record 9
This record from OMol25 describes an isolated molecule of C4H4N2O. The level of theory is the ωB97M-V functional and the def2-TZVPD basis.

Geometry as XYZ:
```
11
Properties=species:S:1:pos:R:3:forces:R:3:nbo_charge:R:1
O 3.271992 -1.025264 -0.057764 -0.30 0.56 0.01 -0.43
N -2.718768 -1.220649 -0.452924 -1.00 -0.49 -0.47 -0.64
N -0.589878 -0.277991 0.304905 1.22 -0.59 -0.05 -0.52
C 1.881202 0.988751 -0.086744 -4.50 -1.11 0.59 -0.61
C 0.208386 0.683132 0.066639 -0.58 0.52 0.00 0.22
C -1.993091 -0.805718 0.458216 3.56 2.04 -0.29 0.30
C 2.654023 -0.042520 -0.068670 1.15 -1.51 -0.01 0.73
H 2.094075 2.024990 -0.166017 0.36 0.33 -0.07 0.27
H -2.380243 -1.130798 -1.403240 0.30 0.16 0.06 0.36
H -2.236277 -0.883694 1.503895 -0.10 0.01 0.26 0.18
H -0.191426 1.689757 -0.098295 -0.11 0.07 -0.02 0.14
```
Forces are in eV/Å.

Output
LUMO energy: 0.41 eV
F_max: 0.091 Eh/bohr
SMILES: [H]/N=C\N=C\C=C=O
Kohn-Sham gap: 9.588 eV

Record 10
This record from OMol25 describes a structure of composition C4H4N2O. The level of theory is the ωB97M-V functional and the def2-TZVPD basis.

Geometry as XYZ:
```
11
Properties=species:S:1:pos:R:3:forces:R:3:nbo_charge:R:1
O 1.856772 -0.085080 0.096184 -2.09 -2.52 -0.66 -0.33
N 0.854618 -1.273029 0.036032 0.89 2.57 0.25 -0.16
N -1.599794 -0.756069 -0.189253 2.00 0.28 -0.62 -0.57
C -0.176541 0.859028 -0.201924 -2.21 -0.07 1.02 -0.28
C 1.099304 1.003016 -0.048456 7.28 4.00 1.54 0.21
C -1.653083 0.683936 0.139250 -3.45 3.96 0.97 -0.20
C -0.180473 -0.505532 -0.100212 -1.03 -5.47 -1.71 0.32
H -1.969981 0.745974 1.224754 1.10 0.42 -0.87 0.21
H -1.787840 -1.387713 0.562554 -1.05 -0.21 0.53 0.37
H 1.971535 1.782437 0.118666 -2.67 -0.47 -0.65 0.22
H -2.386904 1.500937 -0.334844 1.23 -2.48 0.20 0.21
```
Forces are in eV/Å.

Output
LUMO energy: 0.66 eV
F_max: 0.164 Eh/bohr
Kohn-Sham gap: 10.481 eV

Record 11
This record from OMol25 describes a structure of composition C4H4N2O2. The level of theory is the ωB97M-V functional and the def2-TZVPD basis.

Geometry as XYZ:
```
12
Properties=species:S:1:pos:R:3:forces:R:3:nbo_charge:R:1
O -1.318602 1.052858 -0.201360 -0.96 0.07 1.34 -0.39
O -1.936145 -1.139647 0.233413 -1.76 -0.66 -0.42 -0.54
N 0.154346 -0.490723 -0.363240 -1.96 -0.14 -1.75 -0.46
N -0.052653 1.659106 0.345042 1.28 -2.75 -3.20 -0.15
C -1.191141 -0.311488 -0.148954 0.74 0.62 1.29 0.88
C 0.725249 0.650353 -0.099145 -0.22 5.50 1.38 0.39
C 1.269697 -1.214040 0.091508 1.65 -4.47 -1.44 -0.21
C 2.100597 0.120216 0.016731 1.69 0.24 -3.72 -0.43
H 2.385149 0.396772 0.972216 1.80 0.41 1.65 0.23
H 2.919148 0.413287 -0.937995 -2.65 -1.10 3.08 0.26
H 1.305387 -1.491214 1.113032 -0.70 -0.10 1.34 0.20
H 1.290031 -2.273451 -0.437126 1.09 2.38 0.44 0.22
```
Forces are in eV/Å.

Output
LUMO energy: 0.58 eV
F_max: 0.110 Eh/bohr
Kohn-Sham gap: 10.290 eV

Record 12
This record from OMol25 describes a structure of composition C4H4N2O2. The level of theory is the ωB97M-V functional and the def2-TZVPD basis.

Geometry as XYZ:
```
12
Properties=species:S:1:pos:R:3:forces:R:3:nbo_charge:R:1
O -0.045563 0.059116 -1.308436 0.40 2.51 -2.42 -0.43
O -1.567580 -2.288574 -0.491925 -0.87 -1.42 -1.36 -0.43
N 0.289326 0.292259 0.931396 -0.79 0.08 -0.97 -0.59
N -0.939623 -1.511533 1.648528 -2.37 -3.37 -0.72 -0.55
C -0.255347 -0.261822 -0.107917 1.40 0.27 0.64 0.51
C 0.780404 1.315213 -1.489535 1.54 0.66 1.46 -0.35
C -0.265734 -0.508853 1.914280 2.34 1.63 4.61 0.32
C -1.034755 -1.538946 0.221794 0.75 1.92 2.50 0.60
H 1.921132 0.820327 -1.472541 -3.01 1.89 -0.61 0.23
H 0.385156 1.925427 -2.484418 1.29 -2.04 2.76 0.24
H 0.728465 2.009605 -0.398693 -0.12 -2.12 -3.62 0.26
H 0.004121 -0.312219 3.037468 -0.56 -0.01 -2.26 0.19
```
Forces are in eV/Å.

Output
LUMO energy: -0.91 eV
F_max: 0.105 Eh/bohr
Kohn-Sham gap: 9.272 eV

Computed relative energy (zero: lowest compared OMol25 entry of this formula, charge and spin), in the same sequence as the records: 42.6, 404.6, 614.1, 92.7, 397.3, 562.8, 377.6, 244.2, 338.6, 538.0, 490.7, 344.7 kJ/mol.